Record 1
Below is a 2-piece molecular cluster, C49H59N3P overall, with properties calculated with ωB97M-V/def2-TZVPD.

```
112
Properties=species:S:1:pos:R:3:mulliken_charge:R:1
C -4.0667 2.2863 0.8063 -1.31
C -3.0511 2.9705 -0.1032 1.27
C -2.3420 4.1387 0.5846 -1.68
C -3.7184 3.3871 -1.4118 0.50
C -4.7917 4.2787 -1.3892 -0.34
C -5.4677 4.6087 -2.5623 -1.54
C -5.0393 4.0785 -3.7771 -0.77
C -3.9691 3.1833 -3.8249 0.66
C -3.6156 2.5748 -5.1828 1.96
C -3.3060 3.6110 -6.2835 -1.38
C -4.7251 1.6312 -5.6459 -1.35
C -3.3385 2.7988 -2.6255 -0.30
N -2.4182 1.6744 -2.6003 0.79
P -0.6862 1.7555 -2.3577 -0.50
H -0.6298 1.0415 -1.0438 -0.22
N -0.5321 0.3315 -3.3726 0.84
C 0.6033 0.0045 -4.2114 -0.05
C 1.7807 -0.4416 -3.5919 0.38
C 1.9257 -0.4081 -2.0714 2.27
C 3.1788 0.3304 -1.6117 -1.66
C 1.8603 -1.8181 -1.4980 -1.47
C 2.7740 -1.0181 -4.3843 -0.24
C 2.6223 -1.1105 -5.7684 -1.61
C 1.4850 -0.5863 -6.3791 -0.79
C 0.4724 -0.0024 -5.6167 0.51
C -0.7740 0.5100 -6.3439 1.93
C -1.5697 -0.6601 -6.9147 -1.40
C -0.4803 1.5415 -7.4541 -1.37
C -1.7505 -0.3066 -3.5373 -0.73
C -2.7989 0.4420 -3.1097 -0.82
H -4.4716 1.3956 0.3132 0.38
H -3.6143 1.9776 1.7557 0.25
H -4.9083 2.9548 1.0181 0.31
H -2.2855 2.2313 -0.3527 -0.30
H -1.6751 4.6512 -0.1167 0.39
H -3.0668 4.8705 0.9598 0.35
H -1.7380 3.7822 1.4281 0.39
H -5.1401 4.6834 -0.4387 0.39
H -6.3385 5.2649 -2.5391 0.36
H -5.5665 4.3155 -4.7026 0.35
H -2.7020 1.9861 -5.0279 -0.80
H -2.3253 4.0762 -6.1256 0.32
H -3.2849 3.1114 -7.2596 0.33
H -4.0579 4.4068 -6.3205 0.35
H -4.9995 0.9223 -4.8600 0.23
H -5.6307 2.1981 -5.9047 0.41
H -4.3956 1.0589 -6.5233 0.36
H 1.0686 0.1407 -1.6736 -1.04
H 3.2316 1.3247 -2.0665 0.42
H 3.1726 0.4576 -0.5239 0.39
H 4.0795 -0.2254 -1.8898 0.30
H 0.9079 -2.2965 -1.7429 0.38
H 2.6587 -2.4344 -1.9238 0.26
H 1.9719 -1.8168 -0.4060 0.35
H 3.6623 -1.4388 -3.9167 0.38
H 3.3800 -1.6014 -6.3817 0.35
H 1.3518 -0.6654 -7.4595 0.37
H -1.3880 1.0176 -5.5891 -0.87
H -1.7512 -1.4266 -6.1559 0.23
H -2.5416 -0.3179 -7.2936 0.40
H -1.0132 -1.1350 -7.7334 0.40
H -0.2263 2.5205 -7.0291 0.32
H 0.3514 1.2223 -8.0933 0.35
H -1.3671 1.6722 -8.0842 0.33
H -1.7924 -1.2597 -4.0545 0.56
H -3.8499 0.2047 -3.2230 0.47
C 4.5559 -4.3681 0.1581 -0.45
C 5.5908 -4.1356 1.0718 -0.74
C 5.3237 -4.1073 2.4465 -0.33
C 4.0059 -4.2619 2.8902 -0.02
C 3.6822 -4.2934 4.3692 -0.51
N 2.6782 -3.2796 4.7214 0.49
C 1.7127 -3.6101 5.8004 -1.38
C 2.0311 -3.0336 7.1611 0.50
C 1.0205 -2.3941 7.8985 -0.16
C 1.3463 -1.7091 9.0683 -0.58
C 2.6654 -1.7260 9.5326 -0.41
C 3.6485 -2.4562 8.8610 -0.74
C 3.3237 -3.1344 7.6831 -0.22
C 2.6554 -2.0829 4.1322 0.04
C 1.8695 -1.0358 4.6597 -0.70
C 1.0177 -0.1598 4.0070 -0.68
C 0.2892 0.7835 4.8247 0.74
C -0.9069 1.3816 4.3538 -0.35
C -1.7073 2.1369 5.2039 -0.41
C -1.3238 2.3442 6.5436 -0.50
C -0.1312 1.7794 7.0242 -0.60
C 0.6982 1.0863 6.1535 -0.35
C 2.9584 -4.3880 1.9763 -0.13
C 3.2250 -4.4445 0.6062 -0.52
H 4.7732 -4.4914 -0.8943 0.44
H 6.6159 -3.9911 0.7228 0.40
H 6.1208 -3.9629 3.1790 0.37
H 3.2844 -5.2759 4.6603 0.39
H 4.6020 -4.1487 4.9612 0.36
H 0.7305 -3.2384 5.4800 0.46
H 1.6621 -4.7078 5.8823 0.49
H -0.0081 -2.4264 7.5234 0.37
H 0.5588 -1.1849 9.6166 0.44
H 2.9249 -1.1758 10.4410 0.41
H 4.6661 -2.5224 9.2490 0.40
H 4.0680 -3.7301 7.1484 0.35
H 3.2570 -1.9128 3.2313 0.64
H 1.9340 -0.9842 5.7488 -0.05
H 0.8557 -0.2088 2.9308 0.61
H -1.2066 1.2119 3.3156 0.37
H -2.6318 2.5859 4.8256 0.40
H -1.9551 2.9334 7.2180 0.38
H 0.1746 1.9216 8.0622 0.42
H 1.6765 0.7727 6.5222 0.52
H 1.9302 -4.4488 2.3358 0.36
H 2.4003 -4.5628 -0.0885 0.49
```

Properties
- Molecular weight: 721.01 u
- Lowest unoccupied orbital energy: -4.39 eV
- HOMO: -8.6 eV
- Net charge: +1
- HOMO-LUMO gap: 4.25 eV

=====

Record 2
Below is C49H60BaN7O3PSi as an isolated structure, with properties calculated with ωB97M-V/def2-TZVPD.

```
122
Properties=species:S:1:pos:R:3:mulliken_charge:R:1
Ba -0.5316 1.2577 -1.3465 1.04
C 2.0165 -1.3021 -2.2350 -0.59
C 3.0428 -0.2583 -1.7882 -1.64
N 2.4255 0.7492 -0.9521 1.91
C 3.0755 2.0398 -1.0299 -0.07
C 2.8132 2.6468 -2.3753 -0.05
C 3.8025 3.2882 -3.1111 -1.15
C 3.4684 3.8031 -4.3536 -0.62
C 2.1758 3.6398 -4.8228 -1.15
C 1.2507 2.9794 -4.0161 0.69
C -0.1755 2.7701 -4.4269 -1.35
N -0.6709 1.4645 -4.0371 0.10
C -0.1880 0.3450 -4.8226 -1.24
C 1.0957 -0.2553 -4.2436 -0.87
N 0.8712 -0.6909 -2.8779 1.59
N 1.5779 2.5186 -2.8221 0.78
H 1.6545 -1.8341 -1.3538 -0.06
H 2.5192 -2.0350 -2.8892 0.44
H 3.4588 0.2322 -2.6702 0.63
H 3.8721 -0.7713 -1.2770 0.43
H 2.3952 0.4343 0.0112 -1.11
H 4.1604 1.9917 -0.8400 0.20
H 2.6215 2.6920 -0.2840 0.07
H 4.8048 3.3761 -2.7197 0.50
H 4.2083 4.3148 -4.9514 0.44
H 1.8896 4.0233 -5.7913 0.50
H -0.2859 2.9580 -5.5081 0.38
H -0.7712 3.4999 -3.8700 0.31
H -1.6819 1.4964 -4.0797 0.34
H -0.0172 0.6168 -5.8793 0.34
H -0.9513 -0.4348 -4.7944 0.40
H 1.8854 0.4957 -4.2523 0.48
H 1.4113 -1.0885 -4.8949 0.45
H 0.1197 -1.3741 -2.8889 -0.96
N -3.0001 1.7736 0.4930 -0.13
N -3.4562 2.9907 -0.0580 -0.48
C -2.6152 3.7164 -0.9434 0.21
O -2.8877 4.8988 -1.0871 -0.75
O -1.7203 3.0392 -1.5131 -0.59
H -3.6880 1.0425 0.3235 0.17
H -2.8336 1.8527 1.4950 0.18
H -4.0189 3.5891 0.5407 0.22
C -2.5533 -0.6301 -2.1182 -0.38
Si -2.7287 -2.3406 -1.4195 0.12
C -2.5360 -2.3941 0.5003 -1.04
N -1.3353 -1.7603 1.0390 1.13
C -1.5591 -1.2357 2.3699 -0.16
C -1.8577 -2.3141 3.4287 -0.86
C -0.9134 -3.5160 3.2587 -0.98
C 0.2917 -3.1260 2.4063 -0.46
C -0.1420 -2.6048 1.0233 1.13
C -1.5198 -3.6032 -2.1790 1.18
C -0.9418 -3.3901 -3.4236 -1.09
C 0.0173 -4.2470 -3.9365 -0.57
C 0.4134 -5.3552 -3.2077 -0.70
C -0.1872 -5.6153 -1.9882 -0.56
C -1.1445 -4.7509 -1.4894 -0.47
C -4.4717 -3.1126 -1.6171 0.53
C -4.7699 -4.1256 -2.5233 -0.08
C -6.0584 -4.6104 -2.6650 -0.73
C -7.0861 -4.0863 -1.9010 -0.50
C -6.8168 -3.0649 -1.0068 -0.70
C -5.5276 -2.5849 -0.8784 -0.44
H -3.4729 -0.0810 -1.9068 0.27
H -2.5123 -0.7049 -3.2068 -0.14
H -2.6784 -3.4142 0.8892 0.08
H -3.3829 -1.8167 0.8714 0.76
H -2.3852 -0.5240 2.3275 0.51
H -0.6639 -0.6811 2.6615 -0.54
H -2.8929 -2.6449 3.3346 0.31
H -1.7428 -1.8632 4.4162 0.45
H -1.4333 -4.3488 2.7781 0.25
H -0.5724 -3.8673 4.2354 0.57
H 0.9677 -3.9766 2.2762 0.61
H 0.8430 -2.3494 2.9403 0.14
H -0.3123 -3.4449 0.3523 -0.23
H 0.6853 -2.0228 0.5930 -1.18
H -1.2696 -2.5483 -4.0169 0.64
H 0.4609 -4.0531 -4.9040 0.40
H 1.1757 -6.0186 -3.5919 0.40
H 0.0969 -6.4919 -1.4225 0.43
H -1.6177 -4.9776 -0.5440 0.40
H -3.9747 -4.5455 -3.1243 0.33
H -6.2665 -5.4034 -3.3696 0.38
H -8.0920 -4.4686 -2.0007 0.37
H -7.6143 -2.6458 -0.4086 0.40
H -5.3327 -1.7789 -0.1856 0.16
O 0.9652 2.4657 1.2761 -0.52
P 1.5465 2.1937 2.6002 1.28
C 2.1730 3.6697 3.4611 0.10
C 1.9377 4.9245 2.9202 -0.51
C 2.4113 6.0528 3.5702 -0.74
C 3.1320 5.9195 4.7469 -0.48
C 3.3568 4.6650 5.2956 -0.77
C 2.8690 3.5403 4.6586 -0.29
C 3.0025 1.0989 2.4409 0.37
C 2.8280 -0.2294 2.0747 -0.74
C 3.9226 -1.0111 1.7410 0.09
C 5.1952 -0.4615 1.7553 -0.73
C 5.3731 0.8666 2.1074 -0.82
C 4.2787 1.6463 2.4405 -0.87
C 0.3077 1.5849 3.7828 0.74
C 0.5586 0.7819 4.8856 -0.03
C -0.4379 0.5982 5.8297 -0.89
C -1.6676 1.2198 5.6798 -0.44
C -1.9278 2.0041 4.5667 -0.65
C -0.9348 2.1931 3.6235 -0.72
H 1.3947 5.0020 1.9884 0.40
H 2.2183 7.0342 3.1604 0.45
H 3.5230 6.7956 5.2428 0.40
H 3.9101 4.5636 6.2193 0.42
H 3.0427 2.5568 5.0732 0.40
H 1.8301 -0.6410 2.0384 0.05
H 3.7860 -2.0435 1.4542 0.55
H 6.0526 -1.0597 1.4810 0.42
H 6.3620 1.3052 2.1073 0.42
H 4.4180 2.6887 2.6874 0.47
H 1.5215 0.3057 5.0037 0.46
H -0.2481 -0.0038 6.7064 0.43
H -2.4265 1.1035 6.4389 0.41
H -2.8887 2.4909 4.4603 0.47
H -1.1001 2.8245 2.7587 0.71
```

Properties
- Molecular weight: 991.45 u
- Lowest unoccupied orbital energy: 0.13 eV
- HOMO: -6.1 eV
- Net charge: 0
- HOMO-LUMO gap: 6.22 eV

=====

Q: Which formula does entry 2 have?
A: C49H60BaN7O3PSi

=====

Q: The highest lowest unoccupied orbital energy belongs to which entry?
A: C49H60BaN7O3PSi

=====

Q: The highest HOMO-LUMO gap belongs to which entry?
A: C49H60BaN7O3PSi